Below is an isolated molecule of C20H21ClN2O3, with properties calculated with wB97M-V/def2-TZVPD.

The geometry in XYZ format:
```
47
Properties=species:S:1:pos:R:3:lowdin_charge:R:1
C 6.54 -1.18 -0.57 -0.042
H 7.12 -0.36 -0.99 0.084
H 6.41 -1.94 -1.33 0.088
H 7.10 -1.61 0.26 0.084
C 5.19 -0.67 -0.07 -0.526
C 5.39 0.53 0.86 -0.045
H 6.15 0.30 1.61 0.083
H 5.74 1.39 0.29 0.087
H 4.47 0.80 1.37 0.077
C 4.34 -0.26 -1.29 -0.137
N 3.05 0.29 -0.94 0.076
C 1.89 -0.38 -1.12 -0.461
O 1.85 -1.48 -1.64 0.071
C 0.66 0.34 -0.67 -0.127
C -0.50 0.09 -1.38 0.080
C -1.64 0.74 -0.96 -0.171
C -1.64 1.62 0.15 -0.205
C -0.47 1.85 0.86 0.004
C 0.67 1.20 0.44 -0.035
H 1.58 1.34 1.00 0.104
H -0.47 2.50 1.72 0.114
N -2.92 2.11 0.30 0.202
C -3.60 1.56 -0.65 -0.320
O -2.91 0.72 -1.45 0.146
C -5.06 1.72 -0.88 -0.044
C -5.80 0.66 -0.09 -0.215
C -6.52 -0.33 -0.74 -0.060
C -7.18 -1.29 0.01 -0.667
C -7.12 -1.29 1.40 -0.109
C -6.39 -0.30 2.03 -0.068
C -5.73 0.67 1.30 -0.036
H -5.15 1.43 1.79 0.113
H -6.33 -0.29 3.11 0.107
H -7.64 -2.05 1.96 0.104
Cl -8.09 -2.52 -0.80 0.674
H -6.58 -0.36 -1.81 0.112
H -5.27 1.61 -1.94 0.127
H -5.36 2.71 -0.53 0.135
H -0.50 -0.60 -2.21 0.133
H 3.03 1.22 -0.55 0.128
H 4.89 0.47 -1.88 0.133
H 4.13 -1.14 -1.90 0.129
C 4.46 -1.81 0.68 -0.223
O 5.17 -2.28 1.80 -0.049
H 5.23 -1.57 2.45 0.083
H 4.36 -2.67 0.02 0.135
H 3.46 -1.48 0.97 0.125
```

## Properties
ΔE to the lowest compared entry with this formula, charge and spin   40.4 kJ/mol
SMILES   CC(C)(CO)CNC(=O)c1ccc2nc(Cc3cccc(Cl)c3)oc2c1
Total charge   0
Multiplicity   1

---

Below is an isolated molecule of C20H21ClN2O5S, with properties calculated with wB97M-V/def2-TZVPD.

The geometry in XYZ format:
```
50
Properties=species:S:1:pos:R:3:lowdin_charge:R:1
C -4.15 -3.22 -1.27 -0.071
H -5.23 -3.33 -1.13 0.096
H -3.92 -3.03 -2.32 0.101
O -3.61 -2.21 -0.45 -0.106
C -3.99 -0.93 -0.67 -0.236
C -4.99 -0.52 -1.55 -0.001
C -5.33 0.82 -1.66 -0.093
C -4.68 1.76 -0.89 -0.671
C -3.66 1.39 -0.02 -0.015
C -3.32 0.05 0.07 -0.154
N -2.27 -0.34 0.93 0.053
C -2.29 -0.23 2.30 -0.386
O -3.16 0.27 2.96 0.121
C -0.99 -0.87 2.78 -0.022
N -0.35 -1.27 1.55 -0.110
C -1.10 -0.95 0.48 -0.746
S -0.70 -1.19 -1.09 0.775
C 0.99 -1.79 1.46 -0.119
C 1.94 -0.81 0.82 -0.238
C 2.90 -1.27 -0.08 0.010
C 3.77 -0.37 -0.67 -0.185
C 3.71 1.00 -0.38 -0.126
C 2.74 1.45 0.54 -0.175
C 1.87 0.54 1.12 0.018
H 1.13 0.88 1.82 0.098
O 2.71 2.79 0.83 -0.104
C 1.64 3.30 1.59 -0.077
H 1.77 4.38 1.59 0.096
H 0.68 3.05 1.14 0.097
H 1.67 2.93 2.62 0.095
O 4.64 1.77 -1.01 -0.051
C 4.38 3.13 -1.28 -0.069
H 4.48 3.74 -0.38 0.088
H 5.14 3.42 -2.01 0.094
H 3.39 3.27 -1.71 0.101
O 4.73 -0.72 -1.57 -0.059
C 4.81 -2.06 -1.99 -0.081
H 5.07 -2.72 -1.16 0.096
H 3.87 -2.39 -2.45 0.098
H 5.60 -2.09 -2.74 0.094
H 2.94 -2.31 -0.32 0.110
H 0.96 -2.71 0.86 0.119
H 1.31 -2.05 2.47 0.137
H -0.39 -0.15 3.35 0.138
H -1.21 -1.72 3.43 0.145
H -3.14 2.12 0.57 0.124
Cl -5.12 3.43 -1.01 0.674
H -6.11 1.12 -2.34 0.108
H -5.52 -1.24 -2.15 0.108
H -3.65 -4.14 -0.96 0.097
```

## Properties
ΔE to the lowest compared entry with this formula, charge and spin   177.9 kJ/mol
SMILES   COc1ccc(Cl)cc1N1C(=O)CN(Cc2cc(OC)c(OC)c(OC)c2)C1=S
Total charge   0
Multiplicity   1

---

Below is an isolated molecule of C20H21ClN4O2, with properties calculated with wB97M-V/def2-TZVPD.

The geometry in XYZ format:
```
48
Properties=species:S:1:pos:R:3:lowdin_charge:R:1
C -0.05 3.43 1.09 -0.035
C 0.85 2.58 0.26 -0.200
C 2.23 2.77 0.29 -0.049
C 3.07 2.05 -0.53 -0.101
C 2.55 1.12 -1.42 -0.056
C 1.19 0.89 -1.47 -0.206
C 0.34 1.60 -0.61 -0.151
N -1.04 1.33 -0.68 0.155
C -1.86 0.96 0.33 -0.448
O -1.53 0.99 1.50 0.057
C -3.23 0.49 -0.16 -0.103
N -3.85 -0.55 0.65 -0.190
C -4.85 -1.25 -0.12 -0.093
H -5.55 -0.52 -0.52 0.087
H -4.43 -1.82 -0.95 0.090
H -5.40 -1.92 0.54 0.086
C -2.93 -1.43 1.37 -0.102
C -1.66 -1.76 0.60 -0.441
O -1.65 -2.10 -0.56 0.077
N -0.52 -1.59 1.35 0.144
C 0.79 -1.65 0.91 -0.205
C 1.19 -2.47 -0.15 -0.008
C 2.50 -2.47 -0.56 -0.010
C 3.45 -1.67 0.08 -0.271
C 3.05 -0.88 1.16 -0.606
C 1.74 -0.86 1.57 -0.025
H 1.44 -0.23 2.38 0.123
Cl 4.21 0.10 1.97 0.753
C 4.79 -1.67 -0.38 -0.232
N 5.87 -1.66 -0.77 0.174
H 2.82 -3.09 -1.38 0.128
H 0.46 -3.08 -0.65 0.114
H -0.65 -1.06 2.21 0.136
H -2.69 -0.95 2.32 0.116
H -3.46 -2.37 1.57 0.134
H -3.90 1.36 -0.15 0.139
H -3.12 0.16 -1.21 0.122
H -1.37 1.14 -1.62 0.136
C 0.62 -0.10 -2.44 -0.033
H 1.42 -0.67 -2.90 0.082
H -0.07 -0.80 -1.96 0.058
H 0.08 0.42 -3.24 0.089
H 3.21 0.58 -2.07 0.115
H 4.14 2.21 -0.49 0.104
H 2.64 3.51 0.96 0.111
H -0.47 2.86 1.91 0.070
H -0.87 3.81 0.49 0.088
H 0.51 4.27 1.50 0.079
```

## Properties
ΔE to the lowest compared entry with this formula, charge and spin   111.9 kJ/mol
SMILES   Cc1cccc(C)c1NC(=O)CN(C)CC(=O)Nc1ccc(C#N)c(Cl)c1
Total charge   0
Multiplicity   1

---

Below is a structure of composition C20H21F6N5O5S8SbZr, with properties calculated with wB97M-V/def2-TZVPD.

The geometry in XYZ format:
```
67
Properties=species:S:1:pos:R:3:lowdin_charge:R:1
Zr -0.84 -1.64 -0.71 0.979
N -0.16 -2.72 1.63 -0.091
C -0.80 -2.10 2.79 -0.233
C -1.42 -0.77 2.36 -0.225
N -2.26 -1.13 1.21 -0.077
H -0.25 -3.73 1.62 0.058
H 0.82 -2.46 1.58 0.040
H -0.14 -1.99 3.65 0.114
H -1.63 -2.73 3.11 0.116
H -0.67 -0.03 2.08 0.086
H -2.00 -0.36 3.19 0.115
H -2.97 -0.46 0.93 0.091
H -2.74 -1.99 1.45 0.052
S 0.03 -0.64 -2.87 -0.234
Sb 1.95 -2.39 -2.78 0.368
S 0.95 1.20 -2.66 -0.134
S 0.31 -3.60 -1.17 -0.024
S 1.64 -3.45 -4.72 -0.318
N -1.54 5.55 -1.78 0.090
C -2.62 4.76 -1.66 -0.838
S -4.16 5.33 -1.87 0.648
C -2.32 3.35 -1.32 -0.238
C -3.10 2.31 -1.81 -0.013
C -2.75 1.01 -1.51 -0.125
N -1.70 0.70 -0.73 -0.099
C -0.94 1.70 -0.27 -0.198
C -1.23 3.03 -0.52 -0.025
H -1.68 6.50 -2.08 0.095
H -0.63 5.14 -1.90 0.110
H -3.95 2.52 -2.44 0.100
H -3.32 0.18 -1.90 0.114
H -0.09 1.41 0.34 0.077
H -0.58 3.79 -0.10 0.119
C 7.87 4.76 3.36 -0.084
C 6.73 3.93 2.83 -0.763
O 5.59 4.33 2.78 0.033
S 7.25 2.31 2.31 1.010
C 5.71 1.58 1.81 -0.544
C 5.11 1.95 0.61 -0.083
C 3.92 1.36 0.22 -0.010
C 3.32 0.39 1.03 -0.240
C 3.94 0.02 2.23 -0.032
C 5.12 0.62 2.62 -0.100
C 2.10 -0.22 0.61 -0.133
C 1.09 -0.77 0.21 -0.244
H 7.83 5.75 2.90 0.085
H 8.84 4.31 3.17 0.058
H 7.74 4.88 4.44 0.086
H 5.59 2.69 -0.02 0.111
H 3.45 1.61 -0.72 0.095
H 3.48 -0.74 2.85 0.110
H 5.60 0.34 3.55 0.101
F -4.95 -3.51 1.56 0.120
C -5.08 -3.43 0.23 -0.659
F -5.94 -4.36 -0.16 0.151
F -5.57 -2.23 -0.06 0.141
S -3.39 -3.68 -0.56 0.565
O -3.10 -2.33 -1.09 -0.441
O -2.53 -4.01 0.53 -0.315
N -3.51 -4.76 -1.64 -0.276
S -4.27 -4.47 -3.03 0.619
O -4.44 -5.73 -3.67 -0.266
O -5.37 -3.56 -2.86 -0.282
C -3.04 -3.51 -4.09 -0.667
F -3.49 -2.27 -4.25 0.131
F -1.84 -3.45 -3.55 0.075
F -2.97 -4.10 -5.27 0.148
```

## Properties
ΔE to the lowest compared entry with this formula, charge and spin   296.0 kJ/mol
Total charge   -1
Multiplicity   1

---

Below is a structure of composition C20H21I2N4O2Pt, with properties calculated with wB97M-V/def2-TZVPD.

The geometry in XYZ format:
```
50
Properties=species:S:1:pos:R:3:lowdin_charge:R:1
Pt -0.43 -0.60 -0.54 1.127
C 1.51 1.33 -1.57 -0.086
N 0.27 1.51 -0.80 -0.244
C 0.46 2.12 0.54 -0.060
C 0.16 1.24 1.75 -0.233
C 0.30 1.78 3.02 0.027
C -0.01 1.01 4.13 0.018
C -0.44 -0.30 3.94 0.003
C -0.54 -0.79 2.66 -0.084
N -0.24 -0.02 1.60 -0.024
C -0.82 2.14 -1.58 -0.090
C -2.13 1.75 -0.94 -0.236
C -3.25 2.55 -0.93 0.045
C -4.43 2.07 -0.38 0.034
C -4.45 0.79 0.17 0.005
C -3.30 0.04 0.15 -0.182
N -2.16 0.51 -0.41 -0.139
C 2.36 0.33 -0.84 -0.222
C 3.73 0.39 -0.77 0.045
C 4.43 -0.56 -0.05 0.033
C 3.72 -1.54 0.63 0.022
C 2.35 -1.56 0.52 -0.076
N 1.67 -0.67 -0.22 -0.037
H 2.03 2.27 -1.75 0.157
H 1.25 0.90 -2.55 0.143
H -0.19 3.00 0.61 0.150
H 1.48 2.48 0.63 0.152
H 0.64 2.81 3.13 0.142
H 0.08 1.42 5.12 0.139
H -0.69 -0.93 4.78 0.134
H -0.85 -1.81 2.46 0.127
H -0.80 1.71 -2.58 0.142
H -0.69 3.22 -1.67 0.157
H -3.20 3.54 -1.36 0.145
H -5.32 2.68 -0.38 0.143
H -5.34 0.38 0.62 0.138
H -3.26 -0.96 0.57 0.074
H 4.25 1.20 -1.27 0.145
H 5.51 -0.53 0.00 0.143
H 4.22 -2.29 1.23 0.140
H 1.76 -2.30 1.06 0.123
I -2.09 -1.89 -2.47 0.669
I -4.19 -3.13 -1.41 0.429
C 1.26 -3.93 -2.78 0.098
O 0.85 -2.62 -2.16 -0.144
C 0.33 -2.68 -0.99 -0.694
O 0.18 -3.47 -0.15 0.162
H 2.20 -3.72 -3.27 0.116
H 0.48 -4.18 -3.50 0.109
H 1.36 -4.67 -2.00 0.114
```

## Properties
ΔE to the lowest compared entry with this formula, charge and spin   137.6 kJ/mol
Total charge   +3
Multiplicity   1

---

Below is a structure of composition C20H21LaN4O, with properties calculated with wB97M-V/def2-TZVPD.

The geometry in XYZ format:
```
47
Properties=species:S:1:pos:R:3:lowdin_charge:R:1
La 0.02 -1.09 0.30 2.211
C 3.27 -1.91 -0.24 -0.163
N 2.21 -1.94 0.76 -0.215
C 2.48 -2.10 2.03 -0.075
C 1.46 -2.00 2.99 -0.338
C 1.48 -2.18 4.38 0.004
C 0.20 -1.94 4.84 -0.049
C -0.57 -1.61 3.72 -0.144
N 0.17 -1.63 2.60 -0.207
C 2.89 -0.80 -1.19 -0.249
C 3.51 0.45 -1.13 -0.008
C 3.03 1.51 -1.88 -0.036
C 1.91 1.34 -2.69 -0.066
C 1.31 0.10 -2.80 -0.096
C 1.78 -0.98 -2.04 -0.166
H 3.32 -2.88 -0.77 0.137
H 4.25 -1.73 0.23 0.132
H 3.50 -2.31 2.36 0.151
H 2.33 -2.48 4.97 0.121
H -0.15 -2.00 5.85 0.110
H -1.63 -1.38 3.70 0.112
H 4.39 0.59 -0.51 0.129
H 3.52 2.47 -1.84 0.123
H 1.54 2.17 -3.26 0.118
H 0.53 -0.06 -3.54 0.116
H 1.44 -1.99 -2.27 0.126
C -4.59 -1.57 0.01 0.042
C -3.34 -0.99 -0.57 -0.471
O -2.22 -1.53 -0.42 -0.209
N -3.47 0.14 -1.28 0.114
C -2.38 0.75 -2.03 -0.090
C -1.63 1.78 -1.22 -0.254
C -1.88 3.13 -1.42 0.018
C -1.17 4.08 -0.70 0.004
C -0.23 3.63 0.23 -0.013
C -0.05 2.26 0.38 -0.128
N -0.72 1.34 -0.34 -0.049
H -4.34 -2.36 0.71 0.101
H -5.20 -1.99 -0.79 0.114
H -5.18 -0.80 0.51 0.106
H -4.38 0.57 -1.34 0.172
H -2.80 1.21 -2.92 0.144
H -1.69 -0.06 -2.33 0.115
H -2.62 3.45 -2.14 0.130
H -1.33 5.13 -0.85 0.132
H 0.34 4.32 0.83 0.126
H 0.66 1.89 1.11 0.114
```

## Properties
ΔE to the lowest compared entry with this formula, charge and spin   16.1 kJ/mol
Total charge   +2
Multiplicity   1

---

Below is a structure of composition C20H21N11RhS, with properties calculated with wB97M-V/def2-TZVPD.

The geometry in XYZ format:
```
54
Properties=species:S:1:pos:R:3:lowdin_charge:R:1
Rh 0.52 0.63 -1.49 0.974
C 3.82 -0.80 -3.83 0.034
C 2.84 -0.36 -2.80 -0.184
N 1.59 -0.12 -3.00 -0.079
N 0.97 -0.18 -4.23 0.050
C -0.27 0.34 -4.36 -0.710
N -0.84 0.30 -5.54 0.177
S -1.10 1.08 -3.03 0.781
C 3.27 -0.14 -1.39 -0.190
C 4.56 -0.40 -0.97 0.046
C 4.90 -0.13 0.36 0.027
C 3.95 0.41 1.20 0.021
C 2.67 0.65 0.71 -0.055
N 2.35 0.39 -0.55 -0.025
H 3.40 -0.92 -4.82 0.086
H 4.26 -1.75 -3.54 0.122
H 4.63 -0.06 -3.89 0.127
H 1.50 -0.51 -5.03 0.164
H -0.40 -0.07 -6.37 0.151
H -1.76 0.71 -5.66 0.139
H 5.30 -0.81 -1.64 0.134
H 5.90 -0.32 0.71 0.142
H 4.17 0.64 2.23 0.138
H 1.89 1.08 1.33 0.124
N -5.36 1.64 7.40 0.208
C -4.73 1.73 6.46 -0.156
C -3.93 1.85 5.27 -0.199
C -3.43 0.70 4.66 0.007
C -2.66 0.80 3.51 -0.004
C -2.40 2.06 2.97 -0.161
C -2.90 3.21 3.57 0.013
C -3.66 3.10 4.72 0.019
N -1.60 2.17 1.78 0.026
C -1.19 3.34 1.18 0.008
C -0.48 3.00 0.08 -0.091
N -0.45 1.62 0.00 -0.137
C -1.14 1.16 1.03 -0.106
H -3.64 -0.27 5.09 0.135
H -2.28 -0.10 3.06 0.105
H -2.71 4.19 3.17 0.114
H -4.06 3.99 5.19 0.140
H -1.42 4.31 1.57 0.135
H -0.01 3.64 -0.65 0.121
H -1.32 0.12 1.23 0.125
N -0.66 -5.55 0.26 0.232
C -0.85 -4.45 -0.45 -0.441
N -1.60 -4.47 -1.54 0.222
N -0.24 -3.34 0.01 0.157
C -0.16 -2.19 -0.50 -0.257
N -0.10 -1.05 -0.77 0.037
H -1.10 -6.43 0.02 0.146
H -0.08 -5.51 1.08 0.144
H -2.08 -5.31 -1.84 0.141
H -1.85 -3.61 -2.00 0.123
```

## Properties
ΔE to the lowest compared entry with this formula, charge and spin   36.4 kJ/mol
Total charge   +3
Multiplicity   1

---

Below is an isolated molecule of C20H21N3O3, with properties calculated with wB97M-V/def2-TZVPD.

The geometry in XYZ format:
```
47
Properties=species:S:1:pos:R:3:lowdin_charge:R:1
C -3.56 -3.39 0.48 -0.035
H -3.17 -4.11 1.20 0.098
H -4.56 -3.06 0.78 0.095
H -3.59 -3.85 -0.50 0.098
O -2.75 -2.23 0.46 -0.021
C -1.49 -2.39 0.08 -0.453
O -1.00 -3.46 -0.21 0.117
C -0.73 -1.08 0.03 -0.208
N 0.68 -1.35 0.00 0.112
C 1.52 -0.66 0.84 -0.563
O 1.17 0.33 1.45 0.054
N 2.78 -1.20 0.93 0.071
H 3.04 -1.91 0.27 0.143
C 3.86 -0.45 1.54 -0.137
C 4.73 0.22 0.51 -0.214
C 6.07 -0.14 0.35 -0.050
C 6.84 0.46 -0.62 -0.090
C 6.29 1.43 -1.45 -0.096
C 4.97 1.79 -1.30 -0.081
C 4.19 1.19 -0.33 -0.033
H 3.15 1.47 -0.20 0.112
H 4.53 2.54 -1.94 0.102
H 6.90 1.90 -2.21 0.099
H 7.88 0.18 -0.73 0.100
H 6.50 -0.89 1.00 0.107
H 3.38 0.30 2.18 0.127
H 4.45 -1.13 2.16 0.119
H 0.93 -2.28 -0.31 0.135
H -0.97 -0.47 0.91 0.150
C -1.17 -0.29 -1.24 -0.062
C -2.58 0.17 -1.13 -0.193
C -3.66 -0.28 -1.84 -0.054
N -4.79 0.38 -1.43 0.082
C -4.46 1.26 -0.44 -0.211
C -5.26 2.14 0.28 -0.027
C -4.64 2.92 1.23 -0.101
C -3.26 2.83 1.46 -0.096
C -2.47 1.96 0.75 -0.015
C -3.07 1.15 -0.22 -0.125
H -1.41 1.90 0.93 0.108
H -2.82 3.46 2.22 0.098
H -5.22 3.61 1.82 0.097
H -6.32 2.21 0.10 0.105
H -5.71 0.24 -1.81 0.153
H -3.70 -1.01 -2.62 0.125
H -0.50 0.57 -1.31 0.129
H -1.03 -0.92 -2.12 0.129
```

## Properties
ΔE to the lowest compared entry with this formula, charge and spin   128.0 kJ/mol
SMILES   COC(=O)[C@H](Cc1c[nH]c2ccccc12)NC(=O)NCc1ccccc1
Total charge   0
Multiplicity   1

---

Below is an isolated molecule of C20H21N3O3, with properties calculated with wB97M-V/def2-TZVPD.

The geometry in XYZ format:
```
47
Properties=species:S:1:pos:R:3:lowdin_charge:R:1
C 0.26 -2.84 0.07 -0.254
C 1.28 -1.94 -0.84 -0.382
C -0.65 -2.03 0.99 -0.104
C -1.47 -0.94 0.27 -0.106
C -0.94 0.21 -0.38 -0.053
C -2.92 -0.83 0.18 -0.135
C -3.12 0.33 -0.62 -0.182
C -4.02 -1.67 0.35 -0.046
C -4.42 0.82 -1.06 -0.022
C -5.30 -1.15 0.10 -0.107
C -5.46 0.05 -0.63 -0.142
C 3.11 -0.31 -0.40 -0.243
C 4.58 -0.57 -0.44 -0.445
C 2.94 0.98 0.48 -0.080
C 1.83 2.01 0.33 -0.208
C 1.70 2.89 -0.79 -0.056
C 0.99 2.23 1.47 -0.053
C 0.67 3.76 -0.78 -0.121
C 0.05 3.21 1.46 -0.124
C -0.03 4.02 0.40 -0.113
H 0.79 -4.29 1.35 0.054
H 1.70 -4.35 0.01 0.069
H -0.35 -3.44 -0.73 0.163
H 0.02 -1.58 1.71 0.104
H -1.26 -2.64 1.63 0.104
H -0.06 0.79 -0.34 0.087
H -1.76 1.71 -1.56 0.165
H -3.93 -2.74 0.66 0.117
H -4.60 1.75 -1.62 0.112
H -6.21 -1.83 0.21 0.115
H -6.49 0.41 -0.82 0.102
H 2.33 -1.95 0.79 0.108
H 2.73 -0.04 -1.43 0.173
H 3.92 1.61 0.40 0.154
H 2.79 0.49 1.45 0.115
H 2.29 2.72 -1.76 0.147
H 0.97 1.49 2.30 0.126
H 0.73 4.52 -1.62 0.128
H -0.64 3.33 2.27 0.111
H -0.78 4.79 0.39 0.104
H 5.87 -1.89 -0.35 0.136
N 1.28 -3.76 0.68 0.037
N -1.92 0.96 -0.89 0.088
N 2.24 -1.34 0.00 0.089
O 1.08 -1.58 -1.99 0.059
O 5.25 0.43 -0.82 0.049
O 4.95 -1.79 -0.09 0.160
```

## Properties
ΔE to the lowest compared entry with this formula, charge and spin   435.2 kJ/mol
SMILES   N[C@@H](Cc1c[nH]c2ccccc12)C(=O)N[C@@H](Cc1ccccc1)C(=O)O
Total charge   0
Multiplicity   1